Version P
C3H7ClN | wB97M-V/def2-TZVPD

Values from the calculation:
Frontier orbital gap: 9.3 eV
Spin multiplicity: 1
Net charge: +1
HOMO energy: -13.6 eV

Each line ends with the natural charge from an NBO analysis.
Geometry (Å):
C (0.23, -0.19, -0.01)  -0.22
C (-1.08, -0.27, -0.34)  -0.20
C (2.43, -0.94, 0.11)  -0.22
N (-1.99, 0.87, 0.00)  -0.69
Cl (3.29, 0.48, -0.03)  0.14
H (0.56, 0.72, 0.48)  0.16
H (2.31, -1.36, 1.10)  0.23
H (-1.57, -1.11, -0.82)  0.24
H (2.44, -1.61, -0.73)  0.23
H (-1.44, 1.74, 0.04)  0.45
H (-2.43, 0.71, 0.92)  0.45
H (-2.74, 0.97, -0.70)  0.45



Version Q
C3H7ClN | wB97M-V/def2-TZVPD

Values from the calculation:
Frontier orbital gap: 10.3 eV
Spin multiplicity: 1
Net charge: +1
HOMO energy: -14.4 eV

Each line ends with the natural charge from an NBO analysis.
Geometry (Å):
C (0.76, 0.51, 1.15)  -0.43
C (0.57, -0.56, 0.00)  -0.15
C (1.41, 0.68, -0.14)  -0.15
N (-0.74, -0.65, -0.54)  -0.66
Cl (3.05, 0.65, -0.62)  0.12
H (-0.03, 1.21, 1.21)  0.24
H (1.28, 0.37, 2.03)  0.26
H (0.95, -1.53, 0.05)  0.25
H (0.64, 1.88, -1.09)  0.15
H (-0.70, -0.01, -1.30)  0.45
H (-1.50, -0.33, 0.03)  0.45
H (-0.86, -1.64, -0.89)  0.47



Energies relative to the most stable structure are version P 0.000; version Q 0.195, reported in eV.